Record 1
Here is one molecule with the formula C8H15N from the Open Molecules 2025 dataset. Energies are from ωB97M-V with the def2-TZVPD basis set.

E_HOMO = -7.224 eV
Energy = -10026.7572 eV
Gap between HOMO and LUMO = 8.122 eV
Lowest unoccupied orbital energy = 0.90 eV

```
24
C8H15N (ωB97M-V with the def2-TZVPD basis set)
C 2.1378 0.4952 -1.0881
C 1.4672 -0.6530 -0.7116
C 1.0910 -0.8632 0.7168
C 1.8937 -1.4800 1.5711
C -0.2772 -0.3515 1.1230
C -1.0201 0.3157 -0.0518
C -0.5604 1.7528 -0.2611
C -2.5373 0.2140 0.1400
N -0.5793 -0.4691 -1.2568
H 2.6326 1.0921 -0.3337
H 2.6128 0.5154 -2.0616
H 1.5500 -1.5573 -1.3071
H 1.5818 -1.7002 2.5820
H 2.8605 -1.8519 1.2690
H -0.1784 0.3672 1.9380
H -0.8638 -1.2049 1.4779
H -1.1640 2.2399 -1.0274
H -0.6426 2.3163 0.6655
H 0.5676 1.6623 -0.6312
H -2.8262 0.7106 1.0646
H -3.0598 0.7021 -0.6828
H -2.8629 -0.8276 0.1966
H -0.9449 -1.4151 -1.2213
H -0.8780 -0.0097 -2.1099
```

Atomic partial charges in e from the Mulliken method, atoms 1 to 4: -1.405 0.220 0.651 -1.201

=====

Record 2
Here is one molecule with the formula C3H10NO2PS from the Open Molecules 2025 dataset. Energies are from ωB97M-V with the def2-TZVPD basis set.

E_HOMO (spin up / spin down) = -5.416 / -8.530 eV
Energy = -28977.3009 eV
Gap between HOMO and LUMO (spin up / spin down) = 6.044 / 5.614 eV
<S²> = 2.01
2S+1 = 3
Lowest unoccupied orbital energy (spin up / spin down) = 0.63 / -2.92 eV

```
18
C3H10NO2PS (ωB97M-V with the def2-TZVPD basis set)
C -1.0701 0.8499 -0.1615
C -0.2814 0.1271 1.9906
C 1.0750 -1.8011 -1.3965
N 0.0115 0.1982 0.5746
O 2.1877 1.5693 -0.4453
O 1.9712 -0.8141 -0.9311
P 1.7903 0.2840 0.2912
S -3.0679 0.1850 -0.5514
H -0.8019 1.0421 -1.2415
H -3.6970 1.0806 0.2020
H -1.4774 1.8320 0.2050
H -1.3781 -0.3635 2.1582
H 0.4791 -0.5393 2.4734
H -0.1523 0.9515 2.6437
H 1.1842 -1.8010 -2.4559
H 0.0553 -1.5813 -0.9973
H 1.3439 -2.7864 -1.0431
H 1.8280 1.5669 -1.3153
```

Atomic partial charges in e from the Mulliken method, atoms 1 to 4: -0.964 -1.000 -0.472 0.297

=====

Record 3
Here is one molecule with the formula C5H3F2IN2 from the Open Molecules 2025 dataset. Energies are from ωB97M-V with the def2-TZVPD basis set.

E_HOMO = -9.007 eV
Energy = -21742.5044 eV
Gap between HOMO and LUMO = 8.537 eV
Lowest unoccupied orbital energy = -0.47 eV

```
13
C5H3F2IN2 (ωB97M-V with the def2-TZVPD basis set)
C -0.0976 -2.7330 -0.1296
C -0.4412 -1.6382 -0.5836
C -1.0860 -0.4741 -1.1327
F -1.4464 -0.8008 -2.4121
F -2.3040 -0.2872 -0.4165
C -0.3425 0.7812 -0.9296
N 0.5895 1.6356 -1.1311
N -0.0291 1.6536 0.2085
C 0.7790 1.5711 1.4630
I 2.2545 -0.0777 1.1799
H 0.3729 -3.5715 0.1281
H 0.2766 1.5515 2.3914
H 1.4742 2.3894 1.3643
```

Atomic partial charges in e from the Mulliken method, atoms 1 to 4: -0.011 -1.040 1.510 -0.230

=====

Record 4
Here is an isolated ion of composition C2H5Cl2N2 and charge +1 from the Open Molecules 2025 dataset. Energies are from ωB97M-V with the def2-TZVPD basis set.

E_HOMO = -15.133 eV
Energy = -30172.5711 eV
Gap between HOMO and LUMO = 11.055 eV
Net charge = +1
Lowest unoccupied orbital energy = -4.08 eV

```
11
C2H5Cl2N2 (ωB97M-V with the def2-TZVPD basis set)
N -2.0257 -0.0644 -0.4007
C -0.9058 -0.0245 0.2336
N 0.3318 0.0747 -0.2400
C 1.5994 0.0798 0.4534
Cl 2.3859 -1.4992 -0.0336
Cl 2.5008 1.5416 -0.0262
H -3.0236 -0.1887 0.0515
H -1.9432 -0.0399 -1.4580
H -1.0324 -0.2333 1.2499
H 0.4350 0.0252 -1.3368
H 1.6777 0.3288 1.5068
```

Atomic partial charges in e from the Mulliken method, atoms 1 to 4: -0.329 0.209 -0.252 -0.014

=====

Record 5
Here is a 13-piece molecular cluster, C67H81BBrIN13O8P overall from the Open Molecules 2025 dataset. Energies are from ωB97M-V with the def2-TZVPD basis set.

E_HOMO = -8.241 eV
Energy = -194654.8315 eV
Gap between HOMO and LUMO = 8.004 eV
Lowest unoccupied orbital energy = -0.24 eV

```
173
C67H81BBrIN13O8P (ωB97M-V with the def2-TZVPD basis set)
C 4.0614 1.6275 3.1267
C 4.2032 0.5119 2.1004
I 4.0046 1.4145 0.1538
C 3.0446 -0.4655 2.2807
C 3.1868 -1.8557 1.6063
C 4.5018 -2.0941 0.8696
C 4.6799 -1.8455 -0.4895
C 5.9286 -2.0815 -1.0494
N 6.9925 -2.5495 -0.4094
C 6.8269 -2.7769 0.8967
C 5.6272 -2.5503 1.5490
O 3.2823 -2.8109 2.7355
C 3.0125 -4.0513 2.2338
O 3.3838 -5.0356 2.7487
C 2.2167 -3.9235 0.9117
B 0.8134 -4.7245 1.0779
O 0.6500 -5.6197 2.0823
O -0.2076 -4.5026 0.1598
P 2.9645 -4.6000 -0.5817
O 2.8151 -3.7138 -1.7498
O 4.4515 -5.0467 -0.2831
O 2.2209 -5.9930 -0.8696
C 1.8788 -2.3923 0.9514
Br 0.4982 -2.2724 2.3842
C 1.3156 -1.7050 -0.2860
O 0.7259 -0.4445 -0.0617
C -0.6517 -0.4025 -0.0861
C -1.3934 -0.9306 -1.1377
C -2.7801 -0.8609 -1.1406
C -3.4311 -0.2456 -0.0943
C -2.6966 0.3223 0.9411
C -1.3140 0.2284 0.9305
H 4.8615 2.3590 3.0570
H 4.0931 1.1945 4.1279
H 3.1036 2.1342 3.0355
H 5.1779 0.0619 2.2479
H 2.1327 0.0329 1.9626
H 2.9445 -0.6510 3.3471
H 3.8847 -1.4644 -1.1004
H 6.0532 -1.8668 -2.1048
H 7.6673 -3.1401 1.4696
H 5.5670 -2.7396 2.6097
H -0.2240 -6.0211 2.0199
H -0.4918 -5.3074 -0.2882
H 4.5944 -5.9117 -0.6972
H 1.5132 -5.8199 -1.5045
H 0.6504 -2.4007 -0.7900
H 2.1441 -1.5409 -0.9666
H -0.8950 -1.4305 -1.9594
H -3.3284 -1.2950 -1.9622
H -4.5105 -0.1801 -0.0468
H -3.1418 0.8367 1.7780
H -0.7494 0.6738 1.7381
N 3.8264 2.4361 -3.4318
C 2.6617 1.7212 -3.5035
C 2.1764 1.8317 -4.7792
C 3.0870 2.6426 -5.5090
C 4.0934 2.9972 -4.6493
H 4.3985 2.5336 -2.6123
H 2.2793 1.1969 -2.6433
H 1.2717 1.3798 -5.1496
H 3.0116 2.9292 -6.5451
H 4.9773 3.5938 -4.7982
N 5.9206 6.1362 -5.5808
C 6.4625 7.0632 -4.7289
C 7.6394 7.4957 -5.2755
C 7.8150 6.8073 -6.5084
C 6.7379 5.9787 -6.6682
H 5.0601 5.6419 -5.4299
H 5.9644 7.3314 -3.8124
H 8.3022 8.2257 -4.8429
H 8.6370 6.9123 -7.1974
H 6.4787 5.2931 -7.4582
N 2.9369 7.5981 -4.9169
C 1.7619 7.1236 -4.3979
C 1.1127 8.1738 -3.8076
C 1.9269 9.3275 -3.9808
C 3.0439 8.9399 -4.6701
H 3.6142 7.0475 -5.4053
H 1.4927 6.0849 -4.4930
H 0.1601 8.1231 -3.3077
H 1.7147 10.3264 -3.6387
H 3.9014 9.4981 -5.0051
N -8.1247 -0.3804 0.5605
C -7.5075 -0.8976 1.6641
C -8.2511 -1.9575 2.1115
C -9.3602 -2.0886 1.2325
C -9.2508 -1.1053 0.2846
H -7.7937 0.4080 0.0329
H -6.5956 -0.4569 2.0323
H -8.0266 -2.5701 2.9689
H -10.1459 -2.8225 1.2889
H -9.8740 -0.8612 -0.5585
N -2.4957 -7.7840 -1.5657
C -2.2865 -6.6654 -2.3313
C -3.4045 -5.8800 -2.2439
C -4.3240 -6.5486 -1.3918
C -3.7351 -7.7180 -0.9904
H -1.8434 -8.5371 -1.4486
H -1.3649 -6.5283 -2.8724
H -3.5482 -4.9329 -2.7363
H -5.3060 -6.2095 -1.1083
H -4.0904 -8.5054 -0.3482
N 1.9089 -3.9202 -4.4720
C 0.7590 -4.6402 -4.6270
C 0.2859 -4.4271 -5.8968
C 1.1931 -3.5420 -6.5347
C 2.1822 -3.2512 -5.6287
H 2.4635 -3.8915 -3.6257
H 0.3700 -5.2430 -3.8224
H -0.6078 -4.8562 -6.3188
H 1.1277 -3.1625 -7.5406
H 3.0538 -2.6245 -5.7111
N -5.5222 -0.3648 4.7620
C -4.4653 -1.2043 4.5104
C -3.6716 -1.1965 5.6249
C -4.2713 -0.3438 6.5849
C -5.4185 0.1541 6.0235
H -6.2606 -0.1618 4.1109
H -4.3580 -1.7212 3.5721
H -2.7554 -1.7529 5.7373
H -3.8962 -0.1158 7.5686
H -6.1602 0.8356 6.4053
N -5.3607 0.3298 9.9870
C -6.3933 1.0368 10.5385
C -5.9966 1.4616 11.7783
C -4.6697 0.9943 11.9817
C -4.3067 0.3017 10.8583
H -5.3749 -0.1059 9.0826
H -7.3175 1.1761 10.0044
H -6.5899 2.0426 12.4639
H -4.0549 1.1493 12.8525
H -3.3932 -0.2083 10.6048
N -5.7525 0.0379 -3.0181
C -6.9332 -0.5921 -3.3377
C -7.1167 -0.4716 -4.6878
C -6.0094 0.2484 -5.2089
C -5.1885 0.5449 -4.1580
H -5.3523 0.1266 -2.1025
H -7.5322 -1.0669 -2.5785
H -7.9523 -0.8625 -5.2438
H -5.8368 0.5163 -6.2375
H -4.2524 1.0759 -4.1205
N -5.5432 2.8711 3.0685
C -5.1358 4.1635 2.8820
C -6.1085 4.8136 2.1709
C -7.1486 3.8779 1.9203
C -6.7706 2.6898 2.4857
H -5.0227 2.1654 3.5593
H -4.1932 4.5086 3.2706
H -6.0803 5.8458 1.8656
H -8.0671 4.0578 1.3873
H -7.2692 1.7358 2.5286
N 8.7637 3.4426 -8.2215
C 10.0444 3.1892 -8.6280
C 10.0084 2.1310 -9.4963
C 8.6500 1.7317 -9.6203
C 7.9078 2.5609 -8.8227
H 8.4941 4.1648 -7.5764
H 10.8677 3.7806 -8.2660
H 10.8597 1.6915 -9.9883
H 8.2638 0.9285 -10.2250
H 6.8485 2.5977 -8.6321
N -0.5475 -0.9538 9.9647
C 0.5111 -1.7813 9.7034
C 1.3213 -1.7856 10.8063
C 0.7265 -0.9288 11.7729
C -0.4253 -0.4333 11.2253
H -1.2969 -0.7580 9.3282
H 0.5962 -2.2926 8.7600
H 2.2382 -2.3408 10.9106
H 1.1023 -0.7040 12.7567
H -1.1640 0.2428 11.6212
```

Atomic partial charges in e from the Mulliken method, atoms 1 to 4: -1.531 0.243 0.041 -2.104

=====

Record 6
Here is one molecule with the formula C5H11NO from the Open Molecules 2025 dataset. Energies are from ωB97M-V with the def2-TZVPD basis set.

E_HOMO (spin up / spin down) = -7.528 / -7.672 eV
Energy = -8895.0650 eV
Gap between HOMO and LUMO (spin up / spin down) = 7.939 / 8.566 eV
Lowest unoccupied orbital energy (spin up / spin down) = 0.41 / 0.89 eV

```
18
C5H11NO (ωB97M-V with the def2-TZVPD basis set)
C -2.2163 -0.4799 0.3064
C -0.8450 -0.4237 -0.6918
C 0.1284 0.6200 -0.3340
C -0.0022 2.0409 -0.0330
N 1.6117 -0.0705 0.4768
C 1.9949 -1.4394 0.1517
O 2.3751 0.7113 0.9986
H -2.9716 0.2684 -0.1762
H -1.9849 0.0259 1.2291
H -2.5925 -1.4809 0.2801
H -1.3178 -0.1775 -1.7599
H -0.4557 -1.4598 -0.6751
H 1.0491 2.2256 0.2702
H -0.4137 2.6185 -0.8369
H -0.7237 2.3563 0.6992
H 2.3967 -1.5423 -0.9494
H 1.1283 -2.0221 0.1540
H 2.8389 -1.7706 0.8900
```

Atomic partial charges in e from the Mulliken method, atoms 1 to 4: -1.020 -0.268 0.245 -1.020

=====

Record 7
Here is C26H44F6N3O7S4SiTaTe as an isolated structure from the Open Molecules 2025 dataset. Energies are from ωB97M-V with the def2-TZVPD basis set.

E_HOMO (spin up / spin down) = -13.355 / -13.355 eV
Energy = -122840.1350 eV
Gap between HOMO and LUMO (spin up / spin down) = 6.685 / 6.686 eV
Net charge = +2
Lowest unoccupied orbital energy (spin up / spin down) = -6.67 / -6.67 eV

```
93
C26H44F6N3O7S4SiTaTe (ωB97M-V with the def2-TZVPD basis set)
Ta 0.4191 0.0981 0.6635
F -3.3798 -2.4712 2.4319
C -3.3543 -1.1888 2.7745
F -4.1372 -0.9677 3.8051
F -3.7264 -0.4502 1.7406
S -1.6165 -0.7577 3.2289
O -0.9133 -1.0195 1.9260
O -1.2245 -1.6091 4.2878
N -1.6325 0.7557 3.6133
S -1.2339 1.9774 2.7127
O -0.2342 2.8199 3.2533
O -1.0455 1.5031 1.2950
C -2.7731 2.9952 2.5627
F -2.4929 3.9964 1.7446
F -3.0871 3.4393 3.7585
F -3.7537 2.2656 2.0632
C 3.0217 1.8494 -1.7624
C 1.9749 2.5082 -0.8883
C 0.8488 3.1482 -1.6760
C 2.5675 3.4561 0.1305
O 1.3361 1.3978 -0.1260
Si -1.3153 0.3762 -2.6573
S -1.7584 -0.3975 -0.8573
O -2.2283 1.3921 -3.4387
C -3.5598 2.0255 -3.2266
C -3.4370 2.9235 -2.0093
C -3.8148 2.8132 -4.4947
C -4.5794 0.9206 -3.0296
O 0.0169 -0.0443 -3.3927
C 0.4607 -0.0334 -4.8170
C -0.6623 -0.6114 -5.6569
C 0.7738 1.4012 -5.1958
C 1.6928 -0.9147 -4.8377
H 3.5068 2.6094 -2.3765
H 2.5664 1.1097 -2.4217
H 3.7867 1.3743 -1.1469
H 1.2314 4.0189 -2.2090
H 0.0507 3.4799 -1.0099
H 0.4506 2.4593 -2.4245
H 2.9998 4.3077 -0.3963
H 3.3541 2.9707 0.7007
H 1.8010 3.8273 0.8125
H -2.6395 3.6547 -2.1529
H -3.2364 2.3361 -1.1091
H -4.3702 3.4672 -1.8602
H -3.0485 3.5747 -4.6393
H -4.7835 3.3087 -4.4267
H -3.8282 2.1540 -5.3626
H -4.3644 0.3362 -2.1328
H -4.6061 0.2607 -3.8982
H -5.5703 1.3597 -2.9116
H -1.5526 0.0207 -5.6178
H -0.9124 -1.6210 -5.3255
H -0.3438 -0.6723 -6.6975
H -0.1132 2.0317 -5.1121
H 1.1151 1.4368 -6.2309
H 1.5680 1.8066 -4.5674
H 1.4510 -1.9228 -4.5004
H 2.4733 -0.5047 -4.1955
H 2.0834 -0.9754 -5.8535
S 1.3630 -1.7708 -0.7253
C 0.6518 -3.0693 0.1994
N 1.2277 -3.6536 1.2309
C 0.3645 -4.6773 1.8396
C -0.8379 -4.7105 0.8658
N -0.5213 -3.6107 -0.0586
H 2.1235 -3.3609 1.5872
H 0.0752 -4.3700 2.8435
H 0.8819 -5.6313 1.8937
H -1.7823 -4.5225 1.3705
H -0.9059 -5.6500 0.3218
H -1.1160 -3.2726 -0.7984
C 6.9943 3.6440 2.0677
C 5.8153 2.7283 2.2339
C 5.6973 1.5599 1.4874
C 4.6194 0.6964 1.6370
C 4.5916 -0.5784 0.8397
C 3.6163 1.0449 2.5479
Te 1.9524 -0.2457 2.8127
C 3.7226 2.1817 3.3557
C 2.7530 2.5609 4.4424
C 4.8267 3.0085 3.1665
H 7.6597 3.2996 1.2781
H 7.5685 3.7005 2.9935
H 6.6703 4.6573 1.8264
H 6.4816 1.2988 0.7854
H 5.5540 -0.7501 0.3608
H 3.8271 -0.5617 0.0592
H 4.3854 -1.4421 1.4787
H 1.8636 1.9367 4.4750
H 2.4175 3.5911 4.3186
H 3.2438 2.4926 5.4147
H 4.9158 3.8960 3.7848
```

Atomic partial charges in e from the Mulliken method, atoms 1 to 4: -3.574 -0.194 0.518 -0.177

=====

Record 8
Here is one molecule with the formula C4H9N3 from the Open Molecules 2025 dataset. Energies are from ωB97M-V with the def2-TZVPD basis set.

E_HOMO (spin up / spin down) = -7.751 / -7.751 eV
Energy = -8759.7617 eV
Gap between HOMO and LUMO (spin up / spin down) = 7.720 / 7.353 eV
Lowest unoccupied orbital energy (spin up / spin down) = -0.03 / -0.40 eV

```
16
C4H9N3 (ωB97M-V with the def2-TZVPD basis set)
H -1.4544 1.8502 0.5358
N -1.6774 1.7197 -0.4494
C -1.3783 0.5203 -0.8329
N -1.6232 -0.7851 -0.1412
N -0.4738 -1.3981 -0.0607
C 0.4219 -0.3422 -0.0165
C 0.5404 0.3817 1.3146
C 1.7473 -0.6055 -0.6897
H -1.6041 0.2963 -1.8856
H -2.4829 -1.3409 -0.1500
H 0.7675 1.4320 1.1141
H 1.3292 -0.0656 1.9252
H -0.3880 0.3532 1.8844
H 2.3663 -1.2718 -0.0802
H 2.2959 0.3316 -0.8021
H 1.6136 -1.0759 -1.6659
```

Atomic partial charges in e from the Mulliken method, atoms 1 to 4: 0.279 -0.649 -0.125 -0.049